--- i ---
{"formula": "C8H11NO", "method": "ωB97M-V/def2-TZVPD", "elements": ["N", "C", "C", "C", "C", "C", "C", "C", "C", "H", "H", "H", "H", "H", "H", "H", "H", "H", "H", "O", "H"], "positions_angstrom": [[1.73, 0.31, 2.27], [0.76, 0.80, 2.76], [-0.62, 1.04, 3.14], [-1.48, 0.02, 2.91], [-2.86, 0.07, 2.32], [-3.72, 1.28, 2.64], [-3.23, 2.60, 2.05], [-1.98, 3.15, 2.68], [-0.95, 2.49, 3.23], [-1.03, -0.97, 2.90], [-2.75, -0.04, 1.23], [-3.38, -0.85, 2.64], [-4.73, 1.09, 2.25], [-3.82, 1.38, 3.73], [-3.07, 2.50, 0.97], [-4.02, 3.36, 2.16], [-1.90, 4.24, 2.69], [-0.08, 3.10, 3.49], [1.22, 1.38, 0.50], [0.32, 1.96, 0.34], [-0.18, 2.56, 0.92]], "nbo_charge": [-0.37, 0.31, -0.21, -0.03, -0.45, -0.39, -0.46, -0.14, -0.25, 0.22, 0.24, 0.22, 0.22, 0.21, 0.23, 0.22, 0.21, 0.22, 0.54, -1.05, 0.50], "gap_ev": 8.9014, "smiles": "N#CC1=CCCCC=C1.O"}



--- ii ---
{"formula": "C8H11NO", "method": "ωB97M-V/def2-TZVPD", "elements": ["C", "C", "C", "C", "C", "C", "C", "C", "H", "H", "H", "H", "H", "H", "H", "H", "H", "H", "H", "N", "O"], "positions_angstrom": [[0.53, 1.94, 0.77], [-0.60, 1.21, 0.75], [-0.47, -0.12, 1.01], [0.76, -0.75, 1.44], [1.97, 0.06, 1.39], [1.86, 1.37, 0.87], [-0.54, -1.26, -0.94], [-0.66, 0.13, -1.37], [0.60, 2.83, 0.25], [-1.59, 1.49, 0.38], [-1.37, -0.62, 0.93], [0.88, -1.73, 1.81], [3.01, -0.32, 1.43], [2.74, 2.06, 0.63], [-1.46, -2.99, -1.53], [-2.42, -1.51, -1.63], [-0.17, 0.99, -0.63], [-1.64, 0.59, -1.42], [-0.33, 0.49, -2.32], [-1.46, -2.00, -1.41], [0.37, -1.87, -0.39]], "nbo_charge": [-0.28, -0.28, -0.21, -0.08, -0.26, -0.19, 0.64, -0.79, 0.20, 0.23, 0.20, 0.22, 0.22, 0.22, 0.41, 0.38, 0.31, 0.21, 0.25, -0.77, -0.63], "gap_ev": 8.7707, "smiles": "c1ccccc1.CC(N)=O"}



Last place for stability: ii



--- i ---
{"formula": "C2H3FI2", "method": "ωB97M-V/def2-TZVPD", "elements": ["C", "C", "F", "I", "I", "H", "H", "H"], "positions_angstrom": [[-0.77, 0.03, -0.42], [0.46, -0.11, 0.48], [-0.33, 0.03, -1.80], [1.62, 1.74, 0.39], [1.57, -1.82, 0.38], [-1.26, 0.96, -0.44], [-1.44, -0.77, -0.28], [0.16, -0.07, 1.70]], "nbo_charge": [-0.01, -0.63, -0.39, 0.13, 0.23, 0.20, 0.18, 0.28], "gap_ev": 9.2916}



--- ii ---
{"formula": "C2H3FI2", "method": "ωB97M-V/def2-TZVPD", "elements": ["C", "C", "F", "I", "I", "H", "H", "H"], "positions_angstrom": [[1.18, 0.08, 0.12], [0.48, 0.90, -0.58], [0.97, 1.41, -1.74], [-2.17, -2.26, 0.02], [-1.25, 1.90, 0.01], [-2.07, -1.32, 1.34], [2.04, -0.33, -0.19], [0.82, -0.38, 1.02]], "nbo_charge": [-0.50, 0.25, -0.34, -0.10, 0.14, 0.10, 0.22, 0.22], "gap_ev": 9.8877, "smiles": "C=C(F)I.I"}



Last place for stability: ii



--- i ---
{"formula": "CH10N6", "method": "ωB97M-V/def2-TZVPD", "elements": ["C", "N", "N", "N", "N", "N", "N", "H", "H", "H", "H", "H", "H", "H", "H", "H", "H"], "positions_angstrom": [[1.72, 1.35, -0.91], [0.15, -0.90, 1.58], [-0.86, 0.36, 1.17], [-0.73, 0.70, -0.14], [0.90, 0.17, -0.71], [-0.31, -2.13, 1.31], [-1.68, 0.03, -0.92], [-0.46, 1.12, 1.71], [0.86, -0.69, 0.80], [0.62, -0.23, -1.60], [-0.96, -2.50, 2.00], [-0.58, -2.33, 0.35], [-2.27, 0.71, -1.39], [-2.24, -0.65, -0.42], [2.11, 1.67, 0.06], [2.56, 1.12, -1.57], [1.17, 2.19, -1.35]], "nbo_charge": [-0.43, -0.34, -0.41, -0.01, -0.57, -0.64, -0.69, 0.35, 0.39, 0.36, 0.36, 0.33, 0.37, 0.36, 0.19, 0.21, 0.18], "gap_ev": 8.9863}



--- ii ---
{"formula": "CH10N6", "method": "ωB97M-V/def2-TZVPD", "elements": ["C", "N", "N", "N", "N", "N", "N", "H", "H", "H", "H", "H", "H", "H", "H", "H", "H"], "positions_angstrom": [[-2.09, -0.59, 0.32], [1.50, -0.85, 0.04], [2.01, 0.49, 0.19], [0.16, -0.92, -0.38], [1.10, 1.55, 0.33], [-0.73, -0.87, 0.73], [0.40, 1.96, -0.83], [1.62, -1.30, 0.95], [2.58, 0.69, -0.64], [0.05, -1.77, -0.94], [0.42, 1.30, 1.05], [-0.71, -1.75, 1.27], [-0.05, 1.17, -1.31], [1.06, 2.40, -1.46], [-2.11, 0.40, -0.14], [-2.49, -1.32, -0.39], [-2.72, -0.58, 1.21]], "nbo_charge": [-0.42, -0.34, -0.33, -0.36, -0.33, -0.49, -0.69, 0.33, 0.34, 0.34, 0.36, 0.33, 0.35, 0.34, 0.21, 0.16, 0.21], "gap_ev": 9.2256, "smiles": "CNNNNNN"}



Last place for stability: i



--- i ---
{"formula": "C4H10NOP", "method": "ωB97M-V/def2-TZVPD", "elements": ["C", "C", "C", "C", "N", "O", "P", "H", "H", "H", "H", "H", "H", "H", "H", "H", "H"], "positions_angstrom": [[0.74, -0.68, -0.23], [-0.30, -1.45, 0.05], [1.65, -0.85, -1.40], [-1.34, 1.60, 0.35], [1.08, 0.41, 0.61], [-1.01, -0.01, 3.41], [0.18, 1.54, 1.39], [-0.88, -1.30, 0.95], [-1.32, 0.62, 4.06], [-0.58, -2.26, -0.60], [1.43, -0.09, -2.16], [1.54, -1.83, -1.84], [2.70, -0.72, -1.10], [-1.79, 0.63, 0.22], [-2.05, 2.26, 0.85], [-1.09, 2.03, -0.62], [2.06, 0.38, 0.88]], "nbo_charge": [0.15, -0.41, -0.64, -1.01, -0.93, -1.03, 1.17, 0.24, 0.42, 0.21, 0.22, 0.23, 0.21, 0.26, 0.25, 0.24, 0.41], "gap_ev": [8.0324, 6.9933]}



--- ii ---
{"formula": "C4H10NOP", "method": "ωB97M-V/def2-TZVPD", "elements": ["C", "C", "C", "C", "N", "O", "P", "H", "H", "H", "H", "H", "H", "H", "H", "H", "H"], "positions_angstrom": [[0.70, -0.51, -0.77], [-0.36, 0.23, 0.07], [-0.53, -0.62, 1.40], [-1.70, 0.17, -0.71], [0.05, 1.53, 0.28], [1.82, -0.83, -0.05], [3.13, 0.13, 0.13], [0.16, -1.37, -1.06], [0.71, 0.03, -1.78], [0.29, -0.46, 2.11], [-0.57, -1.59, 1.05], [-1.33, -0.14, 1.89], [-2.50, 0.18, 0.07], [-1.77, -0.61, -1.55], [-1.85, 1.21, -1.19], [0.69, 1.59, 1.05], [3.05, 1.05, -0.95]], "nbo_charge": [-0.06, 0.01, -0.61, -0.64, -0.45, -0.76, 0.60, 0.19, 0.19, 0.21, 0.21, 0.21, 0.23, 0.22, 0.24, 0.31, -0.10], "gap_ev": [8.8408, 7.5193]}



Last place for stability: ii



--- i ---
{"formula": "C7H11N2", "method": "ωB97M-V/def2-TZVPD", "elements": ["C", "C", "C", "C", "C", "C", "C", "N", "N", "H", "H", "H", "H", "H", "H", "H", "H", "H", "H", "H"], "positions_angstrom": [[2.20, -0.61, -0.84], [3.53, -0.23, -0.67], [2.32, 0.60, 1.04], [1.49, -0.02, 0.14], [-2.52, -2.04, 0.67], [-2.68, -0.75, 0.22], [-1.76, 0.18, -0.29], [3.55, 0.55, 0.43], [-2.33, 1.54, -0.51], [1.73, -1.25, -1.54], [4.29, -0.31, -1.32], [2.33, 1.38, 1.75], [-3.34, -2.51, 1.13], [-1.56, -2.54, 0.82], [-3.68, -0.49, 0.33], [-0.71, 0.22, -0.36], [4.48, 1.01, 0.66], [-2.87, 1.54, -1.44], [-1.47, 2.13, -0.52], [-3.00, 1.60, 0.30]], "nbo_charge": [-0.42, -0.04, -0.19, 0.03, -0.21, -0.31, -0.03, -0.47, -0.73, 0.23, 0.22, 0.22, 0.21, 0.21, 0.21, 0.24, 0.43, 0.46, 0.47, 0.46], "gap_ev": [6.2990, 7.2542], "total_charge": 1}



--- ii ---
{"formula": "C7H11N2", "method": "ωB97M-V/def2-TZVPD", "elements": ["C", "C", "C", "C", "C", "C", "C", "N", "N", "H", "H", "H", "H", "H", "H", "H", "H", "H", "H", "H"], "positions_angstrom": [[-1.49, -0.56, -1.81], [-1.66, 0.58, -2.31], [0.63, 1.23, 1.49], [0.07, -0.19, 1.65], [-0.51, -2.15, -0.28], [1.59, 1.27, 0.32], [0.33, -0.76, 0.37], [-1.25, -1.68, -1.42], [1.06, -0.04, -0.35], [-1.05, 1.09, -3.05], [-2.46, 1.25, -1.85], [-0.21, 1.99, 1.45], [1.12, 1.57, 2.42], [0.61, -0.90, 2.39], [-0.93, -0.43, 1.89], [0.18, -2.96, -0.43], [-1.31, -2.35, 0.41], [1.46, 2.15, -0.27], [2.58, 1.08, 0.64], [1.24, -0.19, -1.26]], "nbo_charge": [0.40, -0.62, -0.44, -0.52, -0.21, -0.21, 0.48, -0.42, -0.44, 0.27, 0.27, 0.25, 0.26, 0.28, 0.27, 0.25, 0.24, 0.25, 0.23, 0.42], "gap_ev": 9.0121, "total_charge": 1, "smiles": "C=C=NCC1=[NH+]CCC1"}



Last place for stability: i



--- i ---
{"formula": "C4H14N2O", "method": "ωB97M-V/def2-TZVPD", "elements": ["N", "C", "C", "C", "C", "N", "H", "H", "H", "H", "H", "H", "H", "H", "H", "H", "H", "H", "H", "H", "O"], "positions_angstrom": [[-0.15, 1.23, 1.06], [1.92, -0.68, -1.39], [1.57, -0.05, 0.06], [0.02, -0.05, 0.40], [-0.38, -1.29, 1.31], [-1.86, -1.23, 1.51], [-1.19, 1.53, 1.11], [0.23, 1.14, 1.99], [2.72, -1.32, -1.11], [1.10, -1.13, -2.04], [2.13, 0.20, -1.97], [1.92, 0.96, 0.24], [2.20, -0.70, 0.75], [-0.49, -0.29, -0.54], [-0.19, -2.25, 0.72], [0.26, -1.42, 2.26], [-2.28, -2.10, 1.61], [-2.16, -0.63, 2.37], [-1.03, 1.13, -2.26], [-0.26, 2.18, -2.21], [-0.97, 1.88, -2.65]], "nbo_charge": [-0.85, -0.64, -0.40, -0.06, -0.23, -0.86, 0.37, 0.36, 0.22, 0.21, 0.21, 0.22, 0.19, 0.19, 0.19, 0.17, 0.36, 0.36, 0.44, 0.45, -0.89], "gap_ev": 10.0753, "smiles": "CC[C@H](N)CN.O"}



--- ii ---
{"formula": "C4H14N2O", "method": "ωB97M-V/def2-TZVPD", "elements": ["C", "N", "C", "C", "N", "C", "H", "H", "H", "H", "H", "H", "H", "H", "H", "H", "H", "H", "H", "H", "O"], "positions_angstrom": [[-3.11, -0.52, 2.02], [-2.07, -0.47, 0.97], [-1.29, 0.77, 0.89], [-1.07, 1.09, -0.61], [-0.10, 0.15, -1.10], [-0.06, -0.13, -2.55], [-3.64, 0.42, 2.04], [-3.61, -1.48, 1.91], [-2.60, -0.63, 2.98], [-1.46, -1.27, 1.04], [-0.34, 0.60, 1.39], [-1.87, 1.60, 1.32], [-0.83, 2.17, -0.70], [-2.04, 1.06, -1.12], [0.82, 0.57, -1.00], [0.72, -0.89, -2.63], [0.26, 0.65, -3.28], [-1.09, -0.34, -2.84], [6.87, 0.01, 0.28], [6.49, -1.10, -0.54], [6.43, -0.85, 0.38]], "nbo_charge": [-0.41, -0.64, -0.22, -0.23, -0.62, -0.42, 0.20, 0.20, 0.16, 0.36, 0.18, 0.18, 0.16, 0.20, 0.35, 0.20, 0.16, 0.20, 0.46, 0.46, -0.92], "gap_ev": 9.0378, "smiles": "CNCCNC.O"}



--- iii ---
{"formula": "C4H14N2O", "method": "ωB97M-V/def2-TZVPD", "elements": ["C", "C", "C", "H", "H", "H", "H", "H", "H", "H", "H", "C", "N", "N", "O", "H", "H", "H", "H", "H", "H"], "positions_angstrom": [[-1.47, 0.13, 1.08], [-2.24, -0.75, 0.09], [-1.15, 1.49, 0.48], [-2.05, 0.25, 1.99], [-0.54, -0.38, 1.35], [-0.62, 2.12, 1.19], [-3.18, -0.27, -0.19], [-1.66, -0.91, -0.82], [-2.46, -1.72, 0.53], [-0.55, 1.40, -0.42], [-2.07, 2.01, 0.21], [1.44, -0.65, -1.67], [2.28, -0.34, -0.34], [2.15, 0.90, 0.20], [1.80, -1.32, 0.60], [2.18, -2.14, 0.19], [3.00, 1.19, 0.67], [1.32, 1.05, 0.77], [1.25, 0.33, -2.11], [2.08, -1.24, -2.32], [0.49, -1.14, -1.50]], "nbo_charge": [-0.40, -0.60, -0.61, 0.19, 0.21, 0.20, 0.20, 0.19, 0.21, 0.20, 0.21, -0.46, -0.03, -0.67, -0.62, 0.46, 0.36, 0.35, 0.21, 0.20, 0.19], "gap_ev": 9.7585, "smiles": "CN(N)O.CCC"}



--- iv ---
{"formula": "C4H14N2O", "method": "ωB97M-V/def2-TZVPD", "elements": ["C", "C", "C", "N", "C", "N", "H", "H", "H", "H", "H", "H", "H", "H", "H", "H", "H", "H", "H", "H", "O"], "positions_angstrom": [[0.41, -0.41, 1.06], [-1.05, -0.09, 0.83], [-1.76, -1.21, 0.08], [-2.49, -0.70, -1.18], [1.18, 0.46, 2.08], [2.00, 1.50, 1.43], [0.38, -1.37, 1.62], [1.05, -0.54, 0.18], [-1.46, 0.13, 1.81], [-1.19, 0.77, 0.13], [-1.12, -2.05, -0.20], [-2.65, -1.61, 0.67], [-3.12, 0.03, -0.87], [-3.00, -1.54, -1.42], [1.62, -0.23, 2.78], [0.38, 0.96, 2.66], [1.70, 1.49, 0.44], [2.96, 1.18, 1.46], [1.34, 0.75, -4.65], [2.66, 1.55, -4.72], [2.16, 0.93, -4.20]], "nbo_charge": [-0.41, -0.43, -0.21, -0.84, -0.22, -0.83, 0.19, 0.21, 0.21, 0.21, 0.19, 0.17, 0.35, 0.35, 0.19, 0.17, 0.35, 0.35, 0.47, 0.47, -0.94], "gap_ev": 10.0301, "smiles": "NCCCCN.O"}



Last place for stability: iii